--- i ---
Here is H26NeO13 as an isolated structure from the OMol25 dataset. Energies are from ωB97M-V/def2-TZVPD.

Summary:
**Highest occupied orbital energy**: -11.0 eV
**Gap between HOMO and LUMO**: 11.02 eV
**Net charge**: 0
**LUMO level**: 0.019 eV

Each line ends with the Mulliken charge.
Positions of all 40 atoms, in Å:
Ne  -0.34498  0.09407  -0.38574  0.0150
O  -0.99740  2.16109  1.70723  -0.7201
H  -0.14969  2.35514  2.10719  0.3106
H  -1.40649  3.01770  1.58435  0.3050
O  -0.92267  -1.73750  -3.15934  -0.6211
H  -0.11772  -1.65132  -2.64859  0.3446
H  -0.66481  -1.51289  -4.05337  0.2746
O  2.10098  2.00343  2.02238  -0.7289
H  1.91207  1.07088  1.91800  0.4802
H  2.96727  2.02879  2.42873  0.2967
O  3.41329  2.36246  -0.45265  -0.6335
H  2.85227  2.04329  0.25418  0.3671
H  3.10518  3.25313  -0.62002  0.2773
O  1.05960  1.65713  -3.19872  -0.5932
H  0.60219  1.28710  -3.95375  0.2903
H  0.36094  1.97749  -2.62822  0.3704
O  -1.26984  -1.74653  2.33365  -0.6857
H  -1.72615  -0.91213  2.22506  0.3406
H  -1.77026  -2.36481  1.80116  0.3412
O  -0.22229  2.83699  -1.03588  -0.6733
H  0.42206  3.53771  -0.93565  0.2917
H  -0.23392  2.39818  -0.18528  0.3833
O  -3.22683  0.01450  -2.44804  -0.6164
H  -2.39078  -0.33927  -2.75154  0.3644
H  -3.64103  -0.71311  -1.98408  0.2754
O  -2.73402  0.64080  3.16816  -0.7118
H  -2.35464  1.28209  2.56729  0.4231
H  -2.05220  0.49337  3.82361  0.3019
O  1.81835  -2.20549  -2.03084  -0.6971
H  2.20658  -1.34210  -2.17250  0.3590
H  1.49564  -2.17866  -1.13009  0.3664
O  -2.35585  -3.13425  0.07181  -0.6062
H  -2.02972  -3.75463  -0.58010  0.3035
H  -2.98886  -2.59663  -0.40410  0.2742
O  0.98118  -2.49016  0.61181  -0.7069
H  0.22414  -2.40964  1.19203  0.3247
H  1.56302  -3.10385  1.06023  0.2813
O  2.06131  -0.63663  2.30904  -0.7324
H  1.51139  -1.03896  1.63676  0.4201
H  2.94270  -0.64676  1.93583  0.3437

--- ii ---
Here is H26NeO13 as an isolated structure from the OMol25 dataset. Energies are from ωB97M-V/def2-TZVPD.

Summary:
**Highest occupied orbital energy**: -9.5 eV
**Gap between HOMO and LUMO**: 8.91 eV
**Net charge**: 0
**LUMO level**: -0.570 eV

Each line ends with the Mulliken charge.
Positions of all 40 atoms, in Å:
Ne  0.34439  0.02528  -0.05654  0.0292
O  -0.33047  4.15849  1.65272  -0.6836
H  -0.72106  4.49825  2.45784  0.2912
H  -0.94488  3.48901  1.35185  0.4004
O  3.08186  0.97208  -0.10380  -0.6597
H  2.52932  0.81875  -0.87023  0.3480
H  3.20408  0.10438  0.28141  0.3058
O  1.90137  2.39376  2.16912  -0.6341
H  1.10295  2.92159  2.18106  0.4049
H  1.94606  2.04627  1.27834  0.3056
O  3.45027  -1.85515  1.08552  -0.6576
H  3.35454  -2.79464  0.92919  0.2663
H  4.32215  -1.76343  1.46979  0.3232
O  -1.13925  -2.48238  -1.39235  -0.7281
H  -0.46612  -3.07538  -1.05848  0.2604
H  -1.65360  -3.01859  -1.99579  0.3221
O  -0.95121  2.57162  -2.21279  -0.6186
H  -1.78864  3.02679  -2.12474  0.2688
H  -0.30672  3.27215  -2.31340  0.2836
O  -1.42112  -1.17226  2.46297  -0.5722
H  -1.54926  -2.07239  2.16368  0.2458
H  -0.47677  -1.09705  2.59998  0.3893
O  -2.49567  0.14825  -1.89613  -0.6180
H  -2.18007  -0.72310  -1.65660  0.3166
H  -1.70801  0.69182  -1.91555  0.3937
O  1.99519  0.46056  -2.73735  -0.6591
H  1.30924  -0.06838  -3.14469  0.3413
H  2.80015  -0.03623  -2.88386  0.2921
O  1.37447  -0.94255  2.94197  -0.6267
H  2.09449  -1.11714  2.33591  0.3634
H  1.61765  -1.40599  3.74341  0.2653
O  -3.42622  -2.76602  0.39065  -0.6010
H  -2.55050  -2.62007  0.03282  0.3358
H  -3.56045  -3.71103  0.31871  0.3010
O  -0.09290  -1.29709  -3.64174  -0.7049
H  -0.43664  -1.54456  -2.78334  0.4099
H  -0.86765  -1.22771  -4.19958  0.3366
O  -2.28092  1.99941  1.48859  -0.6027
H  -2.36131  1.99728  2.44240  0.2879
H  -2.71876  1.19543  1.20905  0.2780

Which is most stable? The ranking, best first, is i, ii.

--- i ---
Here is C3H5Cl as an isolated structure from the OMol25 dataset. Energies are from ωB97M-V/def2-TZVPD.

Summary:
**Highest occupied orbital energy**: -9.7 eV
**Gap between HOMO and LUMO**: 10.52 eV
**Net charge**: 0
**LUMO level**: 0.781 eV

Each line ends with the Mulliken charge.
Positions of all 9 atoms, in Å:
C  -0.52816  -1.12767  0.00012  -0.7022
C  0.61345  0.05488  -0.11452  0.3640
C  0.09453  1.23860  -0.02696  -0.7996
H  -1.47692  -0.38140  -0.65316  0.2134
H  -0.77738  -1.41074  1.30883  0.2381
H  -0.19346  -1.93218  -0.73743  0.2858
H  -0.88678  1.90252  0.19630  0.1944
H  0.78097  1.87714  0.03461  0.3924
Cl  2.37376  -0.22114  -0.00777  -0.1862

--- ii ---
Here is one molecule with the formula C3H5Cl from the OMol25 dataset. Energies are from ωB97M-V/def2-TZVPD.

Summary:
**Highest occupied orbital energy**: -9.4 eV
**Gap between HOMO and LUMO**: 10.38 eV
**Net charge**: 0
**SMILES**: C=C(C)Cl
**LUMO level**: 1.011 eV

Each line ends with the Mulliken charge.
Positions of all 9 atoms, in Å:
C  -0.43845  -0.50602  1.18838  -0.7693
C  -0.14552  -0.45381  -0.08365  0.5759
C  0.39540  0.73461  -0.72997  -1.1392
Cl  -0.68241  -1.76804  -0.99668  -0.2119
H  -0.69883  -1.43143  1.71228  0.2915
H  -0.07594  0.34955  1.74301  0.2603
H  0.74500  0.53319  -1.66421  0.4092
H  -0.35557  1.47599  -1.04384  0.2772
H  1.25632  1.06597  -0.12532  0.3064

Which is most stable? The ranking, best first, is ii, i.